Entry 1:
Here is a 2-piece molecular cluster, C5H11O2 overall at a distorted geometry from the Open Molecules 2025 dataset. Energies are from ωB97M-V/def2-TZVPD.

Geometry (Å):
C 0.299 2.196 -0.979
C 0.250 3.051 0.348
H 1.332 1.789 -1.100
H -0.437 1.379 -0.993
H 0.074 2.984 -1.715
H -0.750 3.471 0.319
H 0.988 3.842 0.186
H 0.424 2.528 1.280
C -0.747 -0.442 0.127
C -1.988 -1.289 0.419
C 0.587 -1.295 0.028
O 1.353 -1.205 -0.952
O 0.699 -1.966 1.073
H -0.923 -0.012 -0.868
H -0.636 0.267 0.977
H -2.300 -1.038 1.461
H -1.892 -2.371 0.353
H -2.797 -0.883 -0.207

## Properties
charge: -1
DFT total energy: -347.609767 Eh
HOMO-LUMO gap: 7.6 eV
HOMO energy: -3.8 eV
E_LUMO: 3.853 eV


Entry 2:
Here is C28H37BIrN9O4S2 as an isolated structure at a distorted geometry from the Open Molecules 2025 dataset. Energies are from ωB97M-V/def2-TZVPD.

Geometry (Å):
Ir 0.417 0.012 -0.016
C -3.152 1.268 0.655
C -2.781 0.893 -0.730
C -3.571 1.057 -1.866
C -2.812 0.594 -2.928
C -3.196 0.563 -4.361
N -1.631 0.175 -2.430
N -1.614 0.355 -1.097
B -0.419 -0.373 -3.204
N 0.736 0.642 -3.070
N 1.224 1.010 -1.873
C 2.145 1.957 -2.055
C 2.878 2.585 -0.925
C 2.266 2.199 -3.422
C 1.352 1.353 -4.035
C 1.076 1.226 -5.487
N -0.023 -1.737 -2.590
N 0.396 -1.878 -1.317
C 0.626 -3.175 -1.098
C 1.127 -3.720 0.194
C 0.346 -3.889 -2.260
C -0.067 -2.942 -3.187
C -0.501 -3.183 -4.586
H -3.959 1.998 0.633
H -3.494 0.403 1.225
H -2.298 1.703 1.169
H -4.558 1.469 -1.905
H -4.207 0.951 -4.465
H -2.526 1.176 -4.960
H -3.172 -0.452 -4.755
H -0.689 -0.517 -4.338
H 2.446 2.258 0.020
H 3.937 2.324 -0.957
H 2.808 3.670 -0.987
H 2.925 2.896 -3.897
H 1.764 1.855 -6.046
H 1.195 0.196 -5.816
H 0.059 1.539 -5.715
H 1.023 -2.987 0.992
H 0.568 -4.614 0.460
H 2.173 -4.012 0.098
H 0.432 -4.947 -2.403
H -0.423 -4.243 -4.812
H -1.533 -2.867 -4.725
H 0.120 -2.631 -5.288
O 0.771 4.166 1.903
C 0.390 3.860 3.140
C 0.358 4.889 4.095
C -0.065 4.639 5.380
C -0.433 3.352 5.754
C -0.375 2.315 4.832
C 0.020 2.554 3.528
C 0.088 1.438 2.507
O -0.032 1.831 1.252
N -0.803 0.362 2.860
N -0.939 -0.521 1.935
C -1.492 -1.670 2.221
S -1.996 -2.734 0.943
C -2.912 -3.856 2.065
C -2.147 -3.917 3.365
S -1.740 -2.198 3.863
H 0.603 3.369 1.334
H 0.652 5.878 3.779
H -0.112 5.447 6.095
H -0.767 3.154 6.760
H -0.650 1.311 5.113
H -2.984 -4.831 1.585
H -3.913 -3.448 2.208
H -1.210 -4.467 3.257
H -2.741 -4.363 4.162
N 2.792 -0.728 0.423
C 3.652 -0.331 1.550
C 3.118 -0.825 2.891
C 1.739 -0.280 3.233
O 1.003 -0.847 4.002
O 1.489 0.830 2.577
H 2.783 -1.745 0.361
H 3.220 -0.387 -0.434
H 3.704 0.758 1.566
H 4.666 -0.735 1.427
H 3.793 -0.511 3.693
H 3.056 -1.917 2.930

## Properties
⟨S²⟩: 8.777
2S+1: 6
charge: +1
DFT total energy: -2808.270071 Eh
HOMO-LUMO gap (alpha / beta): 7.9 / 4.6 eV
HOMO energy (alpha / beta): -10.0 / -10.0 eV
E_LUMO (alpha / beta): -2.089 / -5.409 eV


Entry 3:
Here is a single C22H26N2O3 molecule from the Open Molecules 2025 dataset. Energies are from ωB97M-V/def2-TZVPD.

Geometry (Å):
C 2.674 5.328 -0.374
C 1.744 4.699 0.659
O 1.476 3.337 0.396
C 2.435 2.394 0.636
C 3.631 2.623 1.302
C 4.516 1.582 1.527
C 4.226 0.306 1.081
C 3.036 0.067 0.418
C 2.121 1.090 0.197
C 0.861 0.875 -0.500
C 0.076 -0.206 -0.392
N -1.088 -0.312 -1.149
C -2.095 -1.199 -0.897
O -2.115 -1.910 0.088
C -3.174 -1.220 -1.924
C -3.806 -2.437 -2.165
C -4.816 -2.526 -3.105
C -5.217 -1.396 -3.799
C -4.609 -0.177 -3.546
C -3.589 -0.086 -2.615
C 0.438 -1.452 0.382
O 0.807 -2.433 -0.241
N 0.410 -1.391 1.726
C -0.103 -0.273 2.484
C -1.539 -0.505 2.954
C 0.794 -2.578 2.468
C 2.242 -2.504 2.944
H 3.646 4.839 -0.370
H 2.808 6.383 -0.153
H 2.245 5.227 -1.368
H 2.141 4.829 1.673
H 0.762 5.179 0.614
H 3.887 3.608 1.658
H 5.442 1.780 2.048
H 4.927 -0.499 1.242
H 2.817 -0.917 0.038
H 0.525 1.704 -1.112
H -1.166 0.297 -1.951
H -3.484 -3.303 -1.608
H -5.294 -3.475 -3.293
H -6.008 -1.462 -4.531
H -4.933 0.707 -4.074
H -3.148 0.880 -2.410
H -0.066 0.620 1.860
H 0.556 -0.111 3.343
H -1.956 0.420 3.345
H -2.144 -0.847 2.119
H -1.583 -1.259 3.736
H 0.670 -3.431 1.798
H 0.119 -2.695 3.318
H 2.483 -3.387 3.530
H 2.406 -1.622 3.559
H 2.912 -2.457 2.091

## Properties
SMILES string: CCOc1ccccc1/C=C(/NC(=O)c1ccccc1)C(=O)N(CC)CC
charge: 0
DFT total energy: -1189.178056 Eh
HOMO-LUMO gap: 8.5 eV
HOMO energy: -7.9 eV
E_LUMO: 0.547 eV


Entry 4:
Here is C26H24CeF6I2N7O7S3 as an isolated structure at a distorted geometry from the Open Molecules 2025 dataset. Energies are from ωB97M-V/def2-TZVPD.

Geometry (Å):
Ce -1.371 0.586 -0.347
S -3.074 3.917 3.019
C -4.457 3.158 2.357
C -4.133 2.174 1.479
C -2.727 1.979 1.302
C -2.036 2.869 2.090
C -0.595 2.901 2.257
C 0.075 3.881 2.991
C 1.442 3.788 3.153
C 2.113 2.708 2.596
C 1.376 1.788 1.878
N 0.064 1.876 1.692
H -5.439 3.488 2.655
H -4.895 1.598 0.970
H -0.486 4.697 3.424
H 1.979 4.538 3.717
H 3.182 2.595 2.711
H 1.837 0.910 1.441
F -2.468 3.093 -4.602
C -3.376 2.863 -3.669
F -3.444 3.890 -2.839
F -4.553 2.651 -4.221
S -2.875 1.377 -2.681
O -1.455 1.529 -2.419
O -3.673 1.363 -1.483
N -3.212 0.209 -3.677
S -3.069 -1.181 -2.938
O -4.241 -1.970 -2.850
O -2.249 -1.037 -1.733
C -1.905 -2.081 -4.076
F -1.502 -3.203 -3.492
F -0.831 -1.292 -4.259
F -2.448 -2.350 -5.240
I 2.082 -2.260 2.526
C 0.016 -2.495 2.783
C -0.512 -3.352 3.745
C -1.871 -3.509 3.823
I -2.624 -4.840 5.276
C -2.740 -2.812 2.955
C -4.147 -2.935 2.939
C -4.886 -2.220 2.040
C -4.234 -1.350 1.154
N -2.930 -1.198 1.138
C -2.175 -1.923 2.004
C -0.754 -1.762 1.880
O -0.228 -1.012 0.961
H 0.140 -3.895 4.413
H -4.631 -3.605 3.637
H -5.961 -2.317 2.003
H -4.800 -0.770 0.433
N 0.598 -0.650 -1.618
C 1.989 -0.247 -1.379
C 2.887 -0.748 -2.541
C 4.099 0.065 -3.017
C 5.370 0.118 -2.126
N 5.600 -1.043 -1.256
C 5.519 -1.099 0.076
N 5.114 -0.075 0.794
N 5.969 -2.214 0.687
C 1.954 1.287 -1.086
O 3.045 1.851 -0.866
O 0.825 1.816 -1.013
H 0.519 -1.661 -1.653
H 0.317 -0.263 -2.514
H 2.292 -0.723 -0.442
H 2.221 -0.823 -3.404
H 3.220 -1.766 -2.324
H 3.776 1.090 -3.201
H 4.397 -0.362 -3.976
H 5.357 1.017 -1.523
H 6.238 0.173 -2.783
H 5.874 -1.894 -1.718
H 4.513 0.682 0.348
H 5.035 -0.204 1.790
H 6.181 -3.045 0.163
H 5.792 -2.341 1.668

## Properties
charge: +1
DFT total energy: -4779.331409 Eh
HOMO-LUMO gap (alpha / beta): 5.8 / 5.8 eV
HOMO energy (alpha / beta): -9.9 / -9.9 eV
E_LUMO (alpha / beta): -4.131 / -4.132 eV


Entry 5:
Here is a single C5H2O molecule at a distorted geometry from the Open Molecules 2025 dataset. Energies are from ωB97M-V/def2-TZVPD.

Geometry (Å):
C -0.969 0.763 3.780
C 0.196 0.879 2.621
C 0.223 0.097 3.662
C 0.522 1.548 1.349
C 0.124 0.785 0.233
O 1.168 2.662 1.257
H -0.703 0.117 0.434
H 0.205 1.181 -0.701

## Properties
charge: 0
DFT total energy: -266.653175 Eh
HOMO-LUMO gap (alpha / beta): 6.7 / 8.7 eV
HOMO energy (alpha / beta): -9.3 / -10.6 eV
E_LUMO (alpha / beta): -2.593 / -1.965 eV


Entry 6:
Here is an isolated ion of composition C4H4BrCl2N2 and charge +1 at a distorted geometry from the Open Molecules 2025 dataset. Energies are from ωB97M-V/def2-TZVPD.

Geometry (Å):
C -1.942 -0.674 -0.266
C -0.557 -0.345 0.068
N -0.101 0.915 0.114
C 1.323 0.854 0.151
Cl 1.879 1.553 -1.393
Cl 1.990 1.748 1.518
C 1.573 -0.637 0.189
Br 3.076 -1.443 -0.017
N 0.387 -1.235 0.167
H -2.588 -0.788 0.714
H -1.910 -1.694 -0.853
H -2.385 0.132 -0.791
H -0.746 1.614 0.399

## Properties
SMILES string: CC1=[NH+]C(Cl)(Cl)C(Br)=N1
charge: +1
DFT total energy: -3758.429010 Eh
HOMO-LUMO gap: 9.0 eV
HOMO energy: -15.3 eV
E_LUMO: -6.330 eV


Entry 7:
Here is C4H7NO as an isolated structure from the Open Molecules 2025 dataset. Energies are from ωB97M-V/def2-TZVPD.

Geometry (Å):
C 1.041 -0.288 -1.055
C -0.590 0.762 -0.839
C -1.448 -0.179 -0.085
N -0.091 -0.453 0.302
C 0.355 0.035 1.532
O -0.361 0.332 2.458
H 1.835 -0.755 -0.448
H 1.495 0.577 -1.544
H 0.697 -1.000 -1.799
H -0.452 1.687 -0.256
H -2.010 0.213 0.759
H -1.930 -1.002 -0.613
H 1.457 0.071 1.588

## Properties
charge: 0
DFT total energy: -286.395667 Eh
HOMO-LUMO gap: 8.7 eV
HOMO energy: -8.1 eV
E_LUMO: 0.612 eV


Entry 8:
Here is C22H26N5PPdTe as an isolated structure at a distorted geometry from the Open Molecules 2025 dataset. Energies are from ωB97M-V/def2-TZVPD.

Geometry (Å):
Pd 0.644 0.360 0.249
N -1.396 1.942 0.623
C -2.654 1.603 0.017
C -3.704 2.507 -0.087
C -4.917 2.108 -0.631
C -5.092 0.809 -1.082
C -4.049 -0.095 -1.009
C -2.824 0.306 -0.482
P -1.406 -0.815 -0.383
C -1.955 -2.437 -0.966
C -1.972 -2.739 -2.327
C -2.485 -3.954 -2.742
C -2.961 -4.871 -1.818
C -2.924 -4.574 -0.465
C -2.421 -3.360 -0.033
C -0.232 -0.221 -1.672
C -0.381 0.983 -2.383
C 0.543 1.338 -3.349
C 1.666 0.543 -3.581
C 1.857 -0.623 -2.851
C 0.929 -1.007 -1.890
H -1.465 1.841 1.641
H -1.173 2.922 0.441
H -3.579 3.519 0.270
H -5.731 2.813 -0.690
H -6.039 0.499 -1.493
H -4.175 -1.105 -1.367
H -1.608 -2.023 -3.050
H -2.515 -4.181 -3.796
H -3.364 -5.814 -2.156
H -3.287 -5.287 0.256
H -2.390 -3.120 1.021
H -1.257 1.597 -2.214
H 0.379 2.226 -3.939
H 2.378 0.831 -4.339
H 2.715 -1.251 -3.047
H 1.008 -1.982 -1.405
C 3.206 -2.665 0.672
Te 1.781 -1.549 1.861
C 3.374 -0.478 2.851
H 3.747 -2.000 0.003
H 2.689 -3.427 0.094
H 3.892 -3.149 1.364
H 4.059 -1.198 3.294
H 2.944 0.134 3.639
H 3.891 0.138 2.119
N 4.686 2.827 3.892
C 3.683 3.682 3.641
N 3.673 4.860 4.259
N 2.672 3.431 2.843
C 2.272 2.541 2.060
N 1.732 1.872 1.266
H 5.465 3.105 4.467
H 4.784 1.967 3.381
H 4.381 5.127 4.920
H 2.907 5.495 4.104

## Properties
charge: +2
DFT total energy: -1864.445301 Eh
HOMO-LUMO gap (alpha / beta): 5.6 / 5.6 eV
HOMO energy (alpha / beta): -13.4 / -13.4 eV
E_LUMO (alpha / beta): -7.754 / -7.735 eV